ORCA calculation (the ωB97M-V functional and the def2-TZVPD basis) on C32H34N4O4PtSe as an isolated structure.

Structure (XYZ):
```
76
Properties=species:S:1:pos:R:3
Pt -0.283 0.144 -1.048
C -0.601 -2.996 -1.199
O -0.849 -1.756 -0.490
C -1.164 -1.799 0.867
C -1.243 -2.969 1.593
C -1.610 -2.891 2.934
C -1.883 -1.670 3.533
C -1.794 -0.500 2.797
C -1.435 -0.569 1.462
N -1.318 0.569 0.609
N -1.786 1.648 1.002
C -1.760 2.776 0.200
C -0.954 2.975 -0.922
O 0.055 2.112 -1.301
C -1.062 4.137 -1.692
C -1.951 5.113 -1.330
C -2.757 4.989 -0.180
C -3.656 6.018 0.195
C -4.432 5.885 1.306
C -4.345 4.711 2.085
C -3.496 3.696 1.744
C -2.671 3.812 0.603
H 0.355 -3.397 -0.873
H -0.581 -2.736 -2.251
H -1.431 -3.671 -1.009
H -1.034 -3.927 1.142
H -1.685 -3.804 3.510
H -2.164 -1.629 4.576
H -1.988 0.465 3.243
H -0.429 4.243 -2.562
H -2.035 6.010 -1.932
H -3.714 6.908 -0.420
H -5.118 6.670 1.594
H -4.966 4.614 2.966
H -3.450 2.802 2.348
N 1.347 -0.578 -3.597
C 0.739 -0.312 -2.659
H 1.878 -0.810 -4.414
O 2.063 -2.093 0.085
C 2.131 -1.208 0.976
O 1.521 -0.133 1.060
C 3.073 -1.532 2.155
N 3.721 -2.859 1.836
C 3.329 -3.844 2.904
C 3.044 -2.959 4.106
C 2.336 -1.757 3.481
H 3.848 -0.772 2.237
H 4.731 -2.781 1.755
H 3.304 -3.071 0.899
H 4.121 -4.576 3.037
H 2.429 -4.349 2.556
H 3.978 -2.658 4.584
H 2.440 -3.474 4.850
H 2.367 -0.867 4.105
H 1.287 -1.988 3.284
C 2.600 8.207 -2.710
C 2.377 6.833 -2.160
C 1.868 6.650 -0.877
C 1.673 5.387 -0.341
C 1.099 5.267 1.044
C 2.026 4.266 -1.131
Se 1.837 2.563 -0.423
C 2.535 4.430 -2.445
C 2.874 3.258 -3.324
C 2.694 5.711 -2.931
H 2.119 8.969 -2.101
H 2.229 8.285 -3.732
H 3.670 8.425 -2.739
H 1.617 7.519 -0.282
H 0.879 6.255 1.444
H 1.792 4.774 1.726
H 0.176 4.686 1.045
H 1.987 2.652 -3.523
H 3.616 2.611 -2.856
H 3.269 3.604 -4.277
H 3.080 5.854 -3.933
```

energy relative to the best compared isomer or geometry (same formula, charge and spin)	0.0	kJ/mol
max |F|	0.076	eV Å⁻¹
net charge	+2